Record 1
ORCA calculation (ωB97M-V/def2-TZVPD) on a structure of composition C10H6N2O5Zn.

Calculated values
* molar mass: 299.6 g/mol
* LUMO: -8.2 eV
* total charge: +2
* HOMO level: -15.52 eV
* relative energy (zero: lowest compared OMol25 entry of this formula, charge and spin): 0.1 kcal/mol
* E_tot: -2649.10310 a.u.
* orbital gap: 0.2673 Eh

```
24
Properties=species:S:1:pos:R:3:forces:R:3:nbo_charge:R:1
O 0.18171 5.24149 -2.79779 -0.2 -2.7 0.6 -0.4393
C 0.10190 4.13256 -2.53446 0.2 2.6 -0.6 0.4440
Zn -0.04903 -0.79909 -1.72418 0.0 -0.1 0.9 1.4683
O 0.00857 0.19845 -5.26758 -0.1 -1.1 2.8 -0.3368
C -0.02190 -0.19714 -4.20023 0.0 1.1 -3.2 0.4110
C -0.10332 -2.91788 -2.27509 -0.1 -4.1 -1.3 0.4084
O -0.13723 -4.01102 -2.61728 0.1 4.1 1.3 -0.2897
C -2.06203 -0.16077 -2.12689 -4.2 2.0 -1.1 0.4088
O -3.07391 0.29832 -2.40894 3.7 -1.8 1.1 -0.3008
C 1.98018 -0.22833 -2.18432 4.2 1.9 -0.8 0.4076
O 2.99803 0.23665 -2.43296 -3.7 -1.8 0.9 -0.3032
N -0.01287 0.11634 4.39219 0.0 -0.1 -0.9 -0.7200
C 0.02325 -0.04762 3.04614 -0.1 0.3 1.4 0.2697
C 0.37639 -1.29321 2.48323 0.0 -0.4 -1.1 -0.2797
C 0.34723 -1.43068 1.10379 0.0 0.3 1.1 0.0515
N -0.00140 -0.40540 0.28350 0.1 -0.4 -1.1 -0.7657
C -0.30848 0.80775 0.81263 0.0 -0.1 1.1 0.0520
C -0.30235 1.02524 2.18471 0.0 0.0 -1.2 -0.2776
H 0.20021 -0.64668 5.01485 0.0 0.1 -0.1 0.4218
H -0.27333 0.99598 4.81519 0.1 -0.1 -0.1 0.4236
H 0.64877 -2.14369 3.11046 -0.1 0.3 -0.2 0.2599
H 0.60973 -2.38407 0.63255 -0.1 0.3 0.2 0.2074
H -0.57232 1.60518 0.11128 0.1 -0.2 0.3 0.2194
H -0.55779 2.00763 2.57920 0.1 -0.3 -0.1 0.2594
```
Forces are in eV/Å.



Record 2
ORCA calculation (ωB97M-V/def2-TZVPD) on a cluster of 2 separate species, C7H8N3O2 in total.

Calculated values
* molar mass: 166.2 g/mol
* LUMO (alpha / beta): -4.5 / -4.5 eV
* total charge: +1
* HOMO level (alpha / beta): -12.53 / -12.53 eV
* relative energy (zero: lowest compared OMol25 entry of this formula, charge and spin): 0.0 kcal/mol
* E_tot: -585.94484 a.u.
* orbital gap (alpha / beta): 0.2943 / 0.2943 Eh

```
20
Properties=species:S:1:pos:R:3:forces:R:3:nbo_charge:R:1
C 1.91301 0.78153 -0.31008 3.2 0.3 -0.6 -0.2947
C 0.86055 1.29475 -0.94016 0.2 -0.3 0.2 0.0646
C 1.70974 -0.12080 0.69255 -1.1 -0.9 2.0 0.4008
C -2.03323 1.04412 -3.22197 0.2 0.4 -1.1 0.4545
C -0.74837 0.17865 0.38204 2.9 -1.0 2.0 0.3949
C -3.16562 0.07363 0.17295 -3.3 0.2 -1.6 -0.2711
C -2.08805 -0.06655 0.87480 2.2 -0.1 2.9 -0.3088
N -0.39749 1.00692 -0.60292 0.4 0.2 -0.5 -0.4723
N 2.63973 -0.78706 1.35740 0.2 -0.6 0.6 -0.7334
N 0.38114 -0.35171 1.15206 -1.4 0.7 -2.5 0.0849
O -1.90528 1.32760 -4.30522 -0.2 -0.3 0.9 -0.4253
O 0.23312 -1.14790 2.11196 -0.4 0.0 0.0 -0.4789
H 2.99117 0.98667 -0.65464 -2.0 -0.3 0.5 0.2723
H 1.06081 1.86310 -1.78430 -0.3 1.3 -1.4 0.2401
H -4.24138 -0.06627 0.59852 2.3 0.3 -0.9 0.2587
H -3.02479 0.33056 -0.90379 -0.7 -0.4 0.9 0.1991
H -2.02393 -0.24695 1.97700 -0.5 -0.3 -1.1 0.2757
H -1.03355 1.42993 -1.25100 -1.2 -0.2 0.2 0.4521
H 3.60617 -0.48604 1.43459 -0.4 -0.1 -0.5 0.4323
H 2.36238 -1.58607 1.93813 -0.2 0.8 -0.1 0.4542
```
Forces are in eV/Å.